(1)
{"formula": "C24H33BIN3O3", "method": "wB97M-V/def2-TZVPD", "species": ["C", "C", "O", "O", "C", "C", "C", "C", "C", "B", "I", "C", "C", "C", "O", "N", "C", "C", "C", "C", "C", "C", "H", "H", "H", "H", "H", "H", "H", "H", "H", "H", "H", "H", "H", "H", "H", "H", "H", "H", "H", "H", "H", "H", "H", "C", "C", "C", "N", "C", "H", "H", "H", "H", "H", "C", "C", "C", "N", "C", "H", "H", "H", "H", "H"], "coordinates": [[-0.61, 4.50, 3.39], [-0.41, 3.71, 2.15], [0.36, 4.04, 1.30], [-1.16, 2.59, 2.06], [-0.41, 1.42, 1.65], [-1.31, 0.22, 1.79], [-0.86, -0.93, 0.89], [0.62, -1.31, 1.11], [1.50, -1.05, -0.15], [2.62, 0.04, -0.03], [3.70, 0.32, 1.83], [3.01, 0.97, -1.22], [2.66, 0.41, -2.61], [1.50, 1.07, -3.32], [1.13, 0.64, -4.38], [0.90, 2.20, -2.69], [-0.42, 1.97, -2.16], [-0.96, 3.01, -1.38], [-2.22, 2.91, -0.81], [-2.98, 1.76, -1.01], [-2.43, 0.71, -1.76], [-1.16, 0.81, -2.34], [-1.66, 4.66, 3.62], [-0.11, 4.03, 4.23], [-0.15, 5.47, 3.24], [0.44, 1.35, 2.33], [-0.04, 1.56, 0.63], [-1.30, -0.14, 2.82], [-2.32, 0.52, 1.50], [-1.07, -0.66, -0.15], [-1.48, -1.80, 1.13], [0.71, -2.36, 1.37], [1.00, -0.74, 1.95], [2.02, -1.97, -0.45], [0.87, -0.80, -1.00], [4.09, 1.11, -1.16], [2.58, 1.96, -1.05], [3.51, 0.58, -3.27], [2.50, -0.66, -2.62], [0.85, 2.93, -3.41], [-0.36, 3.89, -1.20], [-2.59, 3.74, -0.23], [-3.96, 1.67, -0.59], [-3.02, -0.18, -1.90], [-0.77, -0.02, -2.91], [1.68, -4.09, -4.85], [0.28, -4.33, -4.83], [-0.34, -3.11, -4.85], [0.63, -2.14, -4.87], [1.86, -2.73, -4.88], [2.47, -4.83, -4.85], [-0.21, -5.29, -4.81], [-1.38, -2.85, -4.84], [0.47, -1.15, -4.88], [2.76, -2.14, -4.91], [-0.21, -2.29, 4.56], [-0.59, -1.08, 5.20], [-1.66, -1.37, 6.01], [-1.94, -2.70, 5.87], [-1.06, -3.27, 5.00], [0.60, -2.42, 3.86], [-0.14, -0.11, 5.09], [-2.25, -0.74, 6.66], [-2.68, -3.19, 6.35], [-1.11, -4.32, 4.76]], "nbo_charge": [-0.721, 0.810, -0.586, -0.538, -0.078, -0.418, -0.403, -0.402, -0.867, 0.748, -0.063, -0.879, -0.518, 0.756, -0.580, -0.705, 0.127, -0.233, -0.176, -0.236, -0.217, -0.224, 0.235, 0.240, 0.234, 0.182, 0.195, 0.219, 0.219, 0.210, 0.213, 0.213, 0.204, 0.269, 0.231, 0.249, 0.295, 0.251, 0.246, 0.399, 0.237, 0.219, 0.218, 0.218, 0.213, -0.300, -0.314, -0.080, -0.515, -0.086, 0.217, 0.218, 0.207, 0.438, 0.209, -0.315, -0.314, -0.075, -0.508, -0.064, 0.225, 0.222, 0.211, 0.411, 0.210], "e_homo_ev": -8.09, "e_lumo_ev": 0.484, "gap_ev": 8.574, "total_energy_ev": -44813.7073}

---

(2)
{"formula": "C24H33BaN6P", "method": "wB97M-V/def2-TZVPD", "species": ["Ba", "C", "N", "C", "C", "N", "C", "P", "C", "N", "C", "C", "N", "C", "C", "N", "C", "C", "N", "C", "H", "H", "H", "H", "H", "H", "H", "H", "H", "H", "H", "H", "H", "H", "H", "C", "C", "C", "C", "C", "C", "C", "C", "C", "C", "C", "C", "H", "H", "H", "H", "H", "H", "H", "H", "H", "H", "H", "H", "H", "H", "H", "H", "H", "H"], "coordinates": [[6.32, -14.37, 8.60], [5.59, -18.46, 13.26], [5.15, -17.38, 12.34], [4.04, -16.53, 12.53], [4.11, -15.71, 11.43], [5.09, -16.03, 10.55], [5.79, -16.99, 11.18], [7.42, -17.57, 10.61], [7.09, -17.80, 8.86], [7.03, -16.93, 7.85], [6.39, -17.62, 6.80], [6.07, -18.89, 7.18], [6.54, -19.08, 8.46], [6.90, -20.38, 9.02], [8.55, -16.27, 10.80], [8.36, -15.04, 10.26], [9.55, -14.40, 10.31], [10.54, -15.21, 10.81], [9.88, -16.38, 11.18], [10.31, -17.40, 12.14], [4.89, -18.49, 14.12], [6.66, -18.34, 13.49], [5.37, -19.44, 12.87], [3.38, -16.70, 13.38], [3.42, -14.93, 11.19], [6.37, -17.28, 5.76], [5.50, -19.64, 6.64], [6.61, -21.12, 8.26], [6.27, -20.63, 9.95], [7.97, -20.33, 9.23], [9.60, -13.33, 10.01], [11.60, -15.17, 10.77], [10.32, -17.04, 13.16], [11.29, -17.82, 11.83], [9.61, -18.24, 12.11], [2.77, -13.44, 6.06], [3.93, -12.66, 6.75], [5.18, -12.56, 6.12], [5.41, -13.35, 4.87], [6.19, -11.78, 6.67], [7.42, -11.57, 5.72], [6.09, -11.19, 7.94], [7.33, -10.43, 8.49], [4.89, -11.32, 8.61], [4.68, -10.95, 10.05], [3.82, -12.08, 8.03], [2.45, -12.18, 8.78], [2.91, -14.52, 6.08], [2.72, -13.02, 5.03], [1.90, -13.11, 6.64], [4.70, -14.25, 4.86], [6.47, -13.64, 4.85], [5.29, -12.73, 3.91], [7.79, -10.52, 5.85], [7.16, -11.75, 4.67], [8.27, -12.20, 6.00], [7.59, -9.55, 7.88], [8.17, -11.08, 8.72], [7.08, -9.94, 9.48], [4.92, -11.71, 10.79], [3.74, -10.61, 10.27], [5.32, -10.11, 10.35], [2.62, -12.49, 9.85], [1.82, -12.94, 8.36], [1.88, -11.21, 8.76]], "nbo_charge": [1.887, -0.420, -0.311, -0.054, -0.081, -0.595, 0.075, 0.767, 0.062, -0.592, -0.126, -0.026, -0.331, -0.412, -0.001, -0.594, -0.073, -0.039, -0.283, -0.422, 0.243, 0.230, 0.229, 0.257, 0.215, 0.238, 0.252, 0.240, 0.224, 0.232, 0.224, 0.254, 0.233, 0.238, 0.232, -0.649, 0.000, -0.071, -0.667, -0.034, -0.653, -0.067, -0.652, -0.033, -0.647, -0.039, -0.648, 0.224, 0.246, 0.233, 0.232, 0.221, 0.259, 0.247, 0.239, 0.215, 0.255, 0.209, 0.235, 0.210, 0.239, 0.235, 0.217, 0.221, 0.253], "e_homo_ev": -14.13, "e_lumo_ev": -5.167, "gap_ev": 8.959, "total_charge": 2, "total_energy_ev": -44334.7387}

---

(3)
{"formula": "C24H33BeBrCaF8MgN4O9PS", "method": "wB97M-V/def2-TZVPD", "species": ["C", "C", "C", "N", "C", "C", "C", "C", "C", "N", "O", "C", "C", "C", "C", "C", "O", "C", "C", "C", "O", "C", "C", "N", "C", "O", "H", "H", "H", "H", "H", "H", "H", "H", "H", "H", "H", "H", "H", "H", "H", "H", "H", "H", "H", "H", "H", "H", "H", "H", "H", "N", "C", "C", "C", "C", "C", "H", "H", "H", "H", "H", "F", "Be", "F", "O", "S", "O", "O", "O", "O", "H", "H", "H", "Mg", "F", "P", "F", "F", "F", "F", "F", "Ca", "Br"], "coordinates": [[-1.87, 1.82, 3.00], [-3.23, 1.45, 2.36], [-3.44, -0.06, 2.06], [-2.97, -0.55, 0.71], [-2.06, 0.26, 0.05], [-0.64, 0.13, 0.18], [-0.03, -0.95, 1.07], [0.84, -1.88, 0.15], [1.15, -3.25, 0.81], [2.23, -3.41, 1.68], [0.43, -4.16, 0.57], [0.19, 0.91, -0.52], [-0.31, 1.90, -1.43], [0.60, 2.70, -2.20], [1.86, 3.24, -1.34], [1.45, 3.90, 0.00], [2.20, 3.26, 1.03], [-1.72, 2.03, -1.54], [-2.55, 1.24, -0.84], [-4.05, 1.44, -1.08], [-4.84, 1.33, -0.22], [-4.39, 1.80, -2.49], [-3.57, 2.54, -3.19], [-3.77, 2.89, -4.52], [-2.33, 3.03, -2.50], [-1.89, 4.09, -2.67], [-1.18, 0.97, 2.98], [-1.44, 2.73, 2.56], [-2.02, 2.03, 4.07], [-3.97, 1.70, 3.14], [-3.48, 2.10, 1.52], [-3.05, -0.67, 2.90], [-4.54, -0.22, 2.08], [-2.46, -1.41, 0.85], [0.70, -0.44, 1.73], [-0.75, -1.53, 1.65], [0.37, -2.02, -0.83], [1.81, -1.42, -0.05], [2.40, -2.54, 2.21], [3.05, -3.66, 1.15], [1.26, 0.82, -0.45], [0.13, 3.49, -2.77], [1.06, 2.02, -2.95], [2.37, 4.01, -2.01], [2.49, 2.38, -1.12], [0.38, 3.81, 0.24], [1.68, 4.97, 0.02], [1.61, 2.77, 1.60], [-5.30, 1.41, -2.93], [-2.82, 2.86, -4.91], [-4.23, 2.07, -4.92], [2.45, -7.57, 0.59], [1.36, -6.84, 0.85], [0.15, -7.39, 1.24], [0.07, -8.77, 1.38], [1.19, -9.54, 1.12], [2.34, -8.88, 0.73], [1.47, -5.76, 0.73], [-0.70, -6.75, 1.44], [-0.86, -9.23, 1.68], [1.17, -10.62, 1.21], [3.25, -9.45, 0.52], [3.51, 5.02, -1.26], [-4.62, 0.05, 4.26], [-0.97, 2.18, -4.50], [3.03, 0.76, 3.00], [3.52, 2.06, 3.49], [3.88, 1.97, 4.93], [2.37, 3.07, 3.40], [4.64, 2.53, 2.71], [5.84, -8.61, 0.83], [6.05, -9.26, 0.03], [5.84, -9.09, 1.69], [4.99, -8.11, 0.68], [7.48, -10.02, -0.69], [-1.17, 8.45, -5.03], [-1.05, 7.83, -3.43], [-0.51, 9.38, -3.32], [-0.74, 6.42, -4.14], [-2.67, 7.46, -3.64], [-1.65, 8.01, -1.93], [0.35, 7.39, -2.72], [-2.85, 9.61, -5.77], [1.48, 1.78, 5.06]], "mulliken_charge": [-0.654, 0.017, -1.205, -0.144, -0.216, -0.141, -1.033, -0.648, -0.049, -0.525, -0.523, -0.968, 0.323, -0.796, -0.539, -0.394, -0.406, 0.944, 0.944, 0.125, -0.540, -1.167, 0.747, -0.759, -0.191, -0.663, 0.036, 0.189, 0.363, 0.645, 0.100, 0.365, 0.501, 0.581, 0.286, 0.570, 0.603, 0.327, 0.326, 0.242, 0.481, 0.629, 0.362, 0.488, 0.444, 0.194, 0.467, 0.331, 0.389, 0.396, 0.272, -0.415, -0.153, -0.539, -0.366, -0.660, 0.105, 0.656, 0.387, 0.394, 0.361, 0.330, -0.524, 0.038, -0.783, -0.581, 1.414, -0.601, -0.522, -0.650, -0.103, 0.214, 0.434, 0.357, 0.049, -0.424, 1.049, -0.275, -0.241, -0.337, -0.294, -0.280, 1.815, 0.018], "e_homo_ev": -8.35, "e_lumo_ev": -6.704, "gap_ev": 1.649, "total_charge": 1, "total_energy_ev": -185977.1258}

---

(4)
{"formula": "C24H33CeCl2N4O3", "method": "wB97M-V/def2-TZVPD", "species": ["O", "C", "C", "C", "H", "C", "H", "C", "H", "C", "H", "C", "H", "H", "C", "C", "H", "H", "H", "C", "C", "H", "H", "H", "H", "Ce", "Cl", "Cl", "C", "O", "N", "C", "C", "H", "H", "H", "H", "H", "H", "H", "H", "H", "C", "C", "N", "H", "C", "O", "H", "H", "H", "H", "N", "C", "N", "C", "C", "C", "C", "C", "C", "H", "H", "H", "H", "H", "H"], "coordinates": [[0.50, 1.61, -1.92], [0.16, 1.51, -3.15], [0.92, 2.37, -4.03], [1.64, 3.51, -3.54], [1.58, 3.84, -2.51], [2.40, 4.27, -4.43], [2.91, 5.17, -4.09], [2.52, 3.97, -5.78], [3.07, 4.59, -6.48], [1.93, 2.78, -6.20], [2.05, 2.50, -7.24], [1.17, 1.98, -5.36], [0.73, 1.06, -5.74], [-0.47, 0.58, -3.46], [-2.66, 1.66, -3.19], [-1.93, 0.43, -2.79], [-3.74, 1.48, -3.03], [-2.49, 1.96, -4.26], [-2.42, 2.49, -2.47], [-2.33, -0.53, -1.94], [-3.67, -0.73, -1.22], [-1.64, -1.35, -1.72], [-4.57, -0.44, -1.81], [-3.76, -0.31, -0.20], [-3.71, -1.81, -1.07], [-0.01, 0.26, -0.18], [-1.21, 2.68, 0.22], [0.71, -1.40, -2.42], [-2.40, 0.51, 2.20], [-1.53, -0.15, 1.56], [-2.82, 0.14, 3.39], [-2.31, -1.07, 4.05], [-3.84, 0.88, 4.10], [-2.82, 1.44, 1.78], [-1.53, -1.53, 3.43], [-3.13, -1.78, 4.21], [-1.90, -0.81, 5.03], [-4.12, 1.77, 3.52], [-3.47, 1.19, 5.09], [-4.73, 0.25, 4.25], [-0.28, -5.52, 1.60], [1.87, -5.98, 0.10], [-0.56, -4.78, 0.84], [1.48, -5.20, -0.57], [0.63, -4.27, 0.15], [-1.08, -3.94, 1.31], [0.87, -2.97, 0.09], [0.07, -2.09, 0.51], [2.33, -4.65, -0.99], [1.81, -2.68, -0.40], [-1.24, -5.28, 0.13], [0.93, -5.68, -1.40], [3.80, -0.47, 1.77], [3.00, -0.36, 0.71], [1.93, 0.39, 1.03], [2.05, 0.76, 2.39], [1.19, 1.47, 3.25], [1.59, 1.56, 4.59], [2.80, 1.00, 5.04], [3.65, 0.30, 4.17], [3.24, 0.20, 2.85], [4.72, -0.93, 1.77], [3.20, -0.80, -0.26], [0.28, 1.92, 2.85], [0.96, 2.09, 5.31], [3.07, 1.11, 6.09], [4.60, -0.16, 4.46]], "mulliken_spin": [-0.006, -0.016, 0.007, -0.003, 0.000, 0.001, 0.000, -0.002, 0.000, 0.001, 0.000, -0.004, 0.000, 0.001, 0.003, 0.024, 0.000, -0.001, -0.001, 0.001, 0.002, -0.002, 0.000, 0.000, 0.000, 0.971, -0.002, -0.001, -0.001, 0.005, 0.000, 0.000, 0.000, -0.001, 0.000, 0.000, 0.000, 0.000, 0.000, 0.000, 0.000, 0.000, 0.000, 0.000, 0.000, 0.000, 0.001, 0.007, 0.000, 0.001, 0.000, 0.000, 0.000, 0.005, 0.009, 0.001, 0.000, 0.000, 0.000, 0.000, -0.001, 0.000, 0.000, 0.000, 0.000, 0.000, 0.000], "s2": 0.76, "e_homo_ev": [-4.38, -4.32], "e_lumo_ev": [-0.081, -0.081], "gap_ev": [4.297, 4.237], "multiplicity": 2, "total_energy_ev": -75500.4134, "relative_energy_ev": 1.780}